one | Molecular formula: BrH2NO2S
Method: DFT, ωB97M-V/def2-TZVPD

Output
Kohn-Sham gap	10.43	eV
HOMO energy	-10.58	eV
SMILES	NS(=O)(=O)Br

```
! wB97M-V def2-TZVPD RIJCOSX def2/J DEFGRID3
* xyz 0 1
N 0.959 -0.356 -0.004
O -0.651 1.050 -1.236
O -0.662 1.125 1.287
S -0.458 0.493 0.047
Br -1.881 -1.289 0.014
H 1.130 -0.511 -0.956
H 1.563 -0.512 0.847
*
```

Results of the Mulliken charge analysis, in e, for atoms 1 through 5:
1 N -0.40
2 O -0.48
3 O -0.47
4 S 0.94
5 Br -0.13

---

two | Molecular formula: BrH2NO2S
Method: DFT, ωB97M-V/def2-TZVPD

Output
Kohn-Sham gap (spin up / spin down)	6.40 / 6.40	eV
HOMO energy (spin up / spin down)	-9.84 / -9.84	eV

```
! wB97M-V def2-TZVPD RIJCOSX def2/J DEFGRID3
* xyz 0 1
N 1.726 -0.455 0.299
O -1.123 0.953 -1.235
O -1.325 1.128 1.224
S -1.003 0.351 0.060
Br -1.917 -1.687 0.048
H 1.702 -0.824 -0.620
H 1.940 0.533 0.223
*
```

Results of the Mulliken charge analysis, in e, for atoms 1 through 5:
1 N -0.49
2 O -0.35
3 O -0.36
4 S 0.67
5 Br 0.01

---

Each structure's energy above the most stable one, in kJ/mol: one 0.0; two 337.3.